Below is C2H7N3O4S as an isolated structure at a distorted geometry, with properties calculated with ωB97M-V/def2-TZVPD.

```
17
C2H7N3O4S | the OMol25 dataset | ωB97M-V/def2-TZVPD
S -0.50 2.24 1.50
O 0.56 1.42 1.99
O 1.89 -1.02 -2.24
O -0.64 -1.18 0.07
O -0.47 2.36 0.06
N -2.06 0.56 1.42
N 0.58 0.78 -1.82
N 1.39 -2.09 0.21
C 0.49 -1.24 -0.38
C 1.07 -0.43 -1.57
H -2.03 0.11 2.31
H 0.25 1.50 -1.02
H 0.75 1.21 -2.68
H -2.94 0.92 1.06
H -1.68 -0.10 0.66
H 2.25 -2.09 -0.35
H 1.07 -2.94 0.78
```


Below is C2H7N3OP as an isolated structure at a distorted geometry, with properties calculated with ωB97M-V/def2-TZVPD.

Values from the calculation:
Charge: +1

```
14
C2H7N3OP | the OMol25 dataset | ωB97M-V/def2-TZVPD
P 2.00 1.41 -0.47
O -1.29 1.03 1.72
N 0.88 -0.50 -0.75
N -0.30 -0.28 0.03
N 1.11 1.57 0.93
C -0.46 0.63 1.00
C -1.43 -1.27 -0.12
H 1.58 1.71 1.78
H 0.54 -0.45 -1.71
H -1.54 -1.27 -1.30
H 1.07 1.75 -1.52
H -2.28 -0.72 0.41
H 1.26 -1.37 -0.36
H -1.15 -2.24 0.35
```


Below is C2H7N3OS as an isolated structure at a distorted geometry, with properties calculated with ωB97M-V/def2-TZVPD.

```
14
C2H7N3OS | the OMol25 dataset | ωB97M-V/def2-TZVPD
S -0.42 -0.56 -2.43
O 1.03 -1.37 -0.28
N -0.67 1.58 -0.82
N -0.38 2.31 0.39
N 0.41 -0.20 -0.02
C 0.46 -2.30 0.76
C -0.35 0.34 -1.03
H 1.11 -2.20 2.21
H 0.68 0.28 0.80
H -1.26 2.69 0.74
H -1.16 2.25 -1.52
H 1.00 -3.27 0.23
H 0.45 3.01 0.17
H -0.91 -2.55 0.79
```


The records above yield energy above the lowest of the compared OMol25 structures with the same formula, charge and spin values of 0.0 52.5 146.0 kcal/mol, respectively.